ORCA calculation (ωB97M-V with the def2-TZVPD basis set) on a molecular structure, C32H29N3O3SSeTa.

Positions of all 70 atoms, in Å:
1 Ta -0.085 1.224 -0.510
2 C -1.111 -0.849 5.125
3 C 0.357 -0.423 5.262
4 C 1.271 -1.476 4.621
5 C 0.700 -0.314 6.748
6 C 0.555 0.906 4.530
7 C 1.010 2.068 5.179
8 C 1.188 3.274 4.526
9 C 0.903 3.311 3.168
10 S 1.015 4.650 2.063
11 C 0.468 3.715 0.796
12 N 0.194 2.421 1.141
13 C 0.451 2.172 2.506
14 C 0.269 0.973 3.168
15 C 0.333 4.094 -0.616
16 C 0.508 5.382 -1.086
17 C 0.402 5.620 -2.455
18 C 0.142 4.583 -3.343
19 C -0.026 3.282 -2.883
20 C 0.052 3.027 -1.512
21 H -1.277 -1.782 5.664
22 H -1.394 -1.023 4.083
23 H -1.784 -0.098 5.540
24 H 1.155 -2.429 5.138
25 H 2.320 -1.184 4.686
26 H 1.028 -1.644 3.568
27 H 0.541 -1.281 7.224
28 H 0.067 0.409 7.264
29 H 1.745 -0.040 6.909
30 H 1.225 2.030 6.236
31 H 1.532 4.147 5.063
32 H -0.101 0.094 2.652
33 H 0.724 6.204 -0.414
34 H 0.533 6.626 -2.830
35 H 0.079 4.792 -4.403
36 H -0.202 2.485 -3.595
37 O 3.875 -1.204 0.073
38 C 3.615 -1.793 -1.085
39 C 4.466 -2.733 -1.664
40 C 4.132 -3.303 -2.869
41 C 2.941 -2.978 -3.558
42 C 2.092 -2.071 -3.011
43 C 2.403 -1.447 -1.757
44 C 1.521 -0.505 -1.258
45 O 1.635 0.230 -0.166
46 O 0.360 -0.168 -1.867
47 H 4.721 -1.509 0.435
48 H 5.387 -3.002 -1.161
49 H 4.811 -4.026 -3.305
50 H 2.723 -3.443 -4.508
51 H 1.178 -1.792 -3.516
52 C -2.278 -2.699 -0.847
53 N -2.691 -1.728 -1.862
54 C -2.774 -0.408 -1.741
55 Se -2.526 0.625 -0.168
56 N -3.237 0.116 -2.884
57 C -3.468 -0.910 -3.800
58 C -3.961 -0.901 -5.102
59 C -4.079 -2.134 -5.705
60 C -3.722 -3.327 -5.044
61 C -3.231 -3.331 -3.757
62 C -3.115 -2.083 -3.149
63 H -2.195 -2.200 0.113
64 H -1.321 -3.132 -1.133
65 H -3.037 -3.476 -0.786
66 H -3.484 1.088 -2.995
67 H -4.248 0.010 -5.609
68 H -4.466 -2.193 -6.713
69 H -3.848 -4.266 -5.564
70 H -2.968 -4.251 -3.254

Values from the calculation:
LUMO level: -10.30 eV
Max |F|: 0.92 eV/Å
ΔE to the lowest compared entry with this formula, charge and spin: 6.0 kJ/mol
Charge: +3
DFT total energy: -4482.62603 a.u.